(1)
Below is a molecular structure, C21H33Cl2NO9P2Zn, with properties calculated with ωB97M-V/def2-TZVPD.

Geometry (Å):
Zn: 0.7865 1.2301 0.7854
Cl: 6.6607 5.4113 0.4285
C: 5.4400 4.1683 0.3312
C: 5.8359 2.8218 0.3420
C: 4.9026 1.8285 0.2639
Cl: 5.4109 0.1676 0.2787
C: 3.4969 2.0951 0.1779
O: 2.6636 1.1366 0.1021
C: 3.1423 3.4777 0.1624
C: 1.7771 3.9140 0.0326
O: 0.7693 3.2109 -0.0460
C: 4.1197 4.4885 0.2417
H: 6.8854 2.5704 0.4145
H: 1.6415 5.0068 -0.0164
H: 3.8102 5.5269 0.2313
C: -1.9301 1.1077 -4.1465
C: -1.6747 -0.0520 -3.2113
C: -0.6162 -1.0041 -3.7190
O: -1.1940 0.5024 -1.9547
P: -1.9553 0.3618 -0.5858
O: -1.3212 1.2309 0.4370
C: -1.9550 -1.3766 -0.1090
P: -0.4181 -1.7286 0.7844
O: 0.6505 -0.8243 0.2850
O: -0.0646 -3.2503 0.6116
C: 0.7175 -3.7508 -0.5200
C: 2.1954 -3.5418 -0.2706
C: 0.3369 -5.2048 -0.6716
O: -0.8581 -1.5812 2.2627
C: -0.0957 -1.9415 3.4731
C: -0.6052 -3.2803 3.9537
C: 1.3979 -1.9016 3.2372
O: -3.4773 0.6523 -0.8431
C: -3.9496 2.0469 -0.8943
C: -5.1288 2.0577 -1.8373
C: -4.2909 2.4954 0.5074
H: -2.2956 0.7418 -5.1067
H: -1.0056 1.6629 -4.3091
H: -2.6711 1.7888 -3.7287
H: -2.6119 -0.5854 -3.0240
H: 0.3237 -0.4719 -3.8682
H: -0.9299 -1.4423 -4.6672
H: -0.4377 -1.8091 -3.0068
H: -2.0473 -2.0174 -0.9882
H: -2.8001 -1.5536 0.5564
H: 0.4061 -3.1972 -1.4108
H: 2.5115 -4.1224 0.5987
H: 2.4315 -2.4933 -0.0998
H: 2.7566 -3.8911 -1.1387
H: 0.6421 -5.7637 0.2142
H: 0.8412 -5.6294 -1.5400
H: -0.7392 -5.3182 -0.8009
H: -0.3755 -1.1516 4.1674
H: -0.3260 -4.0720 3.2566
H: -1.6900 -3.2690 4.0570
H: -0.1675 -3.5016 4.9276
H: 1.7071 -2.6567 2.5109
H: 1.8985 -2.1173 4.1818
H: 1.7160 -0.9175 2.8970
H: -3.1367 2.6589 -1.2932
H: -5.9383 1.4474 -1.4339
H: -4.8569 1.6665 -2.8175
H: -5.4914 3.0785 -1.9595
H: -5.0801 1.8647 0.9204
H: -4.6477 3.5258 0.4800
H: -3.4170 2.4502 1.1552
O: 0.7073 3.1133 4.4837
C: 0.7700 2.3550 3.5712
N: 0.8481 1.5551 2.6963

Properties
Net charge   0
Molar mass   641.737 Da
E_tot   -134279.159 eV
ΔE to the lowest compared entry with this formula, charge and spin   0.0 kcal/mol

(2)
Below is 7 unconnected molecules or ions with the total composition C15H31Br2NO24PS7, with properties calculated with ωB97M-V/def2-TZVPD.

Geometry (Å):
C: -1.7683 -4.2266 4.4727
C: -0.7142 -5.1936 4.9456
Br: -1.3309 -6.7705 5.6951
C: 0.5972 -4.9785 4.8437
Br: 1.9971 -6.0708 5.3888
N: 1.0888 -3.7166 4.2290
P: 0.8008 -3.4592 2.4136
S: 0.1716 -1.7227 1.9958
H: -2.6661 -4.3257 5.0891
H: -1.4433 -3.1804 4.5221
H: -2.0699 -4.4605 3.4432
H: 0.7083 -2.8799 4.6909
H: 2.1041 -3.6946 4.3782
H: 0.0213 -4.5953 2.1836
H: 2.0824 -3.8382 1.9984
C: 1.3402 0.2606 -0.9203
C: 2.7957 0.0654 -1.2849
O: 2.8945 0.6821 -2.5867
S: 1.9170 1.9283 -2.6828
O: 2.6325 3.1322 -2.4390
O: 1.1301 1.7958 -3.8560
O: 1.0443 1.5911 -1.3910
H: 0.6897 -0.4494 -1.4335
H: 1.1776 0.2101 0.1520
H: 3.0905 -0.9747 -1.3807
H: 3.4692 0.5704 -0.5950
C: 4.4970 2.7799 -6.3404
C: 4.7801 2.1636 -4.9845
O: 6.1628 1.7815 -5.0726
S: 6.9682 2.8437 -5.9574
O: 7.5889 3.7887 -5.0972
O: 7.7222 2.1336 -6.9217
O: 5.6946 3.5268 -6.6197
H: 4.3548 2.0249 -7.1140
H: 3.6598 3.4716 -6.3313
H: 4.1959 1.2710 -4.7796
H: 4.6585 2.8881 -4.1768
C: -1.1408 4.3673 -1.4783
C: -1.3031 5.0956 -2.7992
O: -2.5857 4.6277 -3.2662
S: -3.5652 4.3857 -2.0451
O: -4.4486 5.4773 -1.8712
O: -4.0736 3.0581 -2.1383
O: -2.4570 4.4214 -0.9014
H: -0.8644 3.3243 -1.6355
H: -0.4456 4.8449 -0.7943
H: -0.5602 4.8163 -3.5404
H: -1.3322 6.1784 -2.6781
C: -5.3562 0.4490 -1.0467
C: -6.1533 1.2304 -0.0232
O: -6.8379 0.1959 0.7214
S: -5.9082 -1.0751 0.8500
O: -5.2009 -1.0412 2.0914
O: -6.6535 -2.2352 0.5188
O: -4.8878 -0.7000 -0.2989
H: -5.9760 0.1121 -1.8769
H: -4.4953 0.9928 -1.4180
H: -6.8959 1.8871 -0.4638
H: -5.5133 1.7904 0.6590
C: 6.6951 2.4867 -0.9174
C: 7.0081 1.4295 -1.9574
O: 7.4017 0.2897 -1.1625
S: 6.5753 0.2475 0.1830
O: 5.4503 -0.6210 0.0491
O: 7.4623 0.0690 1.2718
O: 6.0249 1.7384 0.1229
H: 7.5944 2.9422 -0.5042
H: 6.0143 3.2538 -1.2749
H: 7.8307 1.6935 -2.6144
H: 6.1323 1.1647 -2.5494
C: -5.9002 -3.4310 3.9156
C: -6.7267 -2.6872 4.9461
O: -7.3383 -3.7428 5.7060
S: -6.3510 -4.9825 5.8299
O: -5.6210 -4.9138 7.0481
O: -7.0546 -6.1587 5.4781
O: -5.3600 -4.5455 4.6550
H: -6.5170 -3.8071 3.0990
H: -5.0831 -2.8423 3.5146
H: -7.5135 -2.0812 4.5081
H: -6.1120 -2.0775 5.6112

Properties
Net charge   +1
Molar mass   1024.647 Da
E_tot   -291895.617 eV

(3)
Below is a molecular structure, C5H7BrS in a non-equilibrium geometry, with properties calculated with ωB97M-V/def2-TZVPD.

Geometry (Å):
C: 0.4862 0.2367 1.2681
C: -0.1585 0.6956 -0.9373
C: 1.0879 0.5849 -0.1007
C: 0.0749 -1.1218 0.6183
C: -0.9404 -0.5199 -0.5609
S: 1.6684 -1.1000 -0.2854
Br: -2.6819 -0.0384 0.0173
H: 1.1135 0.1183 2.1506
H: -0.5296 0.7432 1.4130
H: -0.5775 1.6061 -0.7492
H: -0.0247 0.6384 -2.0376
H: 1.8548 1.4107 -0.4637
H: -0.1818 -2.0958 1.0548
H: -1.1913 -1.1581 -1.3872

Properties
Net charge   0
Molar mass   179.082 Da
E_tot   -86174.546 eV
ΔE to the lowest compared entry with this formula, charge and spin   12.8 kcal/mol